Record 1
9
Properties=species:S:1:pos:R:3:forces:R:3 method="wB97M-V/def2-TZVPD" total_energy_ev=-13681.47742 homo_energy_ha=-0.4031 homo_lumo_gap_ev=11.423
O 1.56545 1.12091 0.18490 -1.227 -2.799 -0.913
C 0.70085 -0.17784 -0.13967 -0.021 5.874 1.196
F 1.32459 -1.21327 0.28310 0.618 -1.738 -0.440
O -0.12038 -0.09297 -1.31023 1.784 -0.483 0.133
C -0.75064 0.04333 -0.07359 0.976 0.739 0.565
O -1.51293 -0.98002 0.34965 -3.299 0.290 -0.542
F -1.17768 1.34134 0.13690 -0.291 -1.718 -0.049
H 2.47325 0.94816 0.56832 -1.645 -0.597 -0.748
H -2.50250 -0.98964 0.00063 3.104 0.431 0.798

Record 2
9
Properties=species:S:1:pos:R:3:forces:R:3 method="wB97M-V/def2-TZVPD" total_energy_ev=-13681.16764 homo_energy_ha=-0.3170 homo_lumo_gap_ev=9.172
O -1.34551 -1.25005 0.30564 -0.316 -1.259 -0.371
C -0.76583 -0.09848 0.00055 4.697 0.323 3.024
F -1.56286 0.93132 0.29016 -0.261 0.980 -0.556
O 0.07070 0.06409 -1.06163 0.457 0.626 -3.740
C 1.02754 0.04268 -0.07721 -6.461 -1.663 2.864
O 1.80164 1.03386 0.30677 1.120 0.119 -0.519
F 1.59503 -1.13813 0.09068 0.890 0.081 -0.485
H -2.17384 -1.46028 -0.16589 0.334 0.406 -0.096
H 1.35313 1.87498 0.31093 -0.461 0.389 -0.121

| no. | maximum force (eV/A) |
| --- | --- |
| 1 | 5.99 |
| 2 | 7.26 |